Entry 1:
Formula: C5H12O2
Source: the Open Molecules 2025 dataset
Level of theory: wB97M-V/def2-TZVPD

For the molar mass, the calculation gives 104.1 g mol⁻¹. The calculation puts the orbital gap at 10.9 eV. The energy above the lowest of the compared OMol25 structures with the same formula, charge and spin comes out at 12.9 kcal per mole. Its calculated total energy is -9474.574 eV.

Last columns: bonded neighbours and bond lengths (Å).
CARTESIAN COORDINATES (ANGSTROEM)
1 C -1.620 -1.198 -1.700  C2 1.525, H8 1.095, H9 1.095, H10 1.095
2 C -0.644 -1.188 -0.528  C1 1.525, C3 1.527, H11 1.098, H12 1.098
3 C 0.070 0.147 -0.336  C2 1.527, O4 1.424, C5 1.536, H13 1.097
4 O -0.838 1.242 -0.265  C3 1.424, H14 0.965
5 C 0.956 0.142 0.919  C3 1.536, C6 1.522, O7 1.422, H15 1.096
6 C 1.876 1.353 0.976  C5 1.522, H16 1.097, H17 1.094, H18 1.096
7 O 0.138 0.056 2.079  C5 1.422, H19 0.966
8 H -2.444 -0.497 -1.539  C1 1.095
9 H -1.123 -0.906 -2.632  C1 1.095
10 H -2.047 -2.196 -1.845  C1 1.095
11 H -1.165 -1.439 0.405  C2 1.098
12 H 0.121 -1.964 -0.666  C2 1.098
13 H 0.693 0.359 -1.215  C3 1.097
14 H -1.597 0.951 0.255  O4 0.965
15 H 1.554 -0.777 0.925  C5 1.096
16 H 1.287 2.276 0.910  C6 1.097
17 H 2.446 1.358 1.911  C6 1.094
18 H 2.584 1.347 0.139  C6 1.096
19 H -0.246 0.934 2.208  O7 0.966


Entry 2:
Formula: C5H12O2
Source: the Open Molecules 2025 dataset
Level of theory: wB97M-V/def2-TZVPD

For the molar mass, the calculation gives 104.1 g mol⁻¹. The calculation puts the orbital gap at 10.6 eV. The energy above the lowest of the compared OMol25 structures with the same formula, charge and spin comes out at 18.2 kcal per mole. Its calculated total energy is -9474.348 eV.

Last columns: bonded neighbours and bond lengths (Å).
CARTESIAN COORDINATES (ANGSTROEM)
1 C -1.092 -0.759 2.247  C2 1.524, H8 1.094, H9 1.096, H10 1.094
2 C 0.028 -0.610 1.224  C1 1.524, C3 1.527, H11 1.100, H12 1.099
3 C -0.410 0.270 0.055  C2 1.527, O4 1.411, C5 1.554, H13 1.100
4 O -0.838 1.516 0.563  C3 1.411, H14 0.964
5 C 0.717 0.413 -1.005  C3 1.554, C6 1.524, O7 1.425, H15 1.103
6 C 0.507 -0.514 -2.197  C5 1.524, H16 1.095, H17 1.096, H18 1.097
7 O 0.725 1.772 -1.436  C5 1.425, H19 0.957
8 H -1.444 0.232 2.547  C1 1.094
9 H -1.943 -1.300 1.818  C1 1.096
10 H -0.758 -1.298 3.139  C1 1.094
11 H 0.897 -0.125 1.693  C2 1.100
12 H 0.367 -1.589 0.858  C2 1.099
13 H -1.287 -0.179 -0.433  C3 1.100
14 H -0.121 2.142 0.411  O4 0.964
15 H 1.680 0.169 -0.527  C5 1.103
16 H -0.402 -0.220 -2.731  C6 1.095
17 H 1.348 -0.459 -2.898  C6 1.096
18 H 0.399 -1.556 -1.875  C6 1.097
19 H 1.625 2.096 -1.453  O7 0.957


Entry 3:
Formula: C5H12O2S
Source: the Open Molecules 2025 dataset
Level of theory: wB97M-V/def2-TZVPD

For the molar mass, the calculation gives 136.2 g mol⁻¹. The calculation puts the orbital gap at 9.4 eV. The energy above the lowest of the compared OMol25 structures with the same formula, charge and spin comes out at 36.0 kcal per mole. Its calculated total energy is -20308.757 eV.

Last columns: bonded neighbours and bond lengths (Å).
CARTESIAN COORDINATES (ANGSTROEM)
1 O 2.345 1.721 1.199  C2 1.206
2 C 1.518 2.224 0.480  O1 1.206, C3 1.483, H8 1.112
3 C 0.048 2.093 0.625  C2 1.483, C4 1.599, H9 1.084, H10 1.087
4 C -0.260 0.548 0.356  C3 1.599, C5 1.526, H11 1.085, H12 1.083
5 C 0.155 0.002 -1.007  C4 1.526, S6 1.842, H13 1.072, H14 1.076
6 S -0.112 -1.821 -0.987  C5 1.842, C7 1.806
7 C 1.452 -2.284 -0.213  S6 1.806, H15 1.091, H16 1.090, H17 1.076
8 H 1.877 2.956 -0.276  C2 1.112
9 H -0.597 2.558 -0.112  C3 1.084
10 H -0.321 2.203 1.642  C3 1.087
11 H 0.285 0.012 1.126  C4 1.085
12 H -1.335 0.436 0.435  C4 1.083
13 H -0.498 0.368 -1.774  C5 1.072
14 H 1.204 0.150 -1.199  C5 1.076
15 H 1.770 -1.410 0.359  C7 1.091
16 H 1.306 -2.930 0.653  C7 1.090
17 H 2.194 -2.687 -0.880  C7 1.076
18 H -3.713 -1.969 -0.597  O20 0.967
19 H -3.315 -0.752 0.027  O20 0.966
20 O -4.005 -1.418 0.142  H18 0.967, H19 0.966


Entry 4:
Formula: C5H12O2SSi
Source: the Open Molecules 2025 dataset
Level of theory: wB97M-V/def2-TZVPD

For the molar mass, the calculation gives 164.3 g mol⁻¹. The calculation puts the orbital gap at 8.5 eV. The energy above the lowest of the compared OMol25 structures with the same formula, charge and spin comes out at 130.7 kcal per mole. Its calculated total energy is -28184.321 eV.

Last columns: bonded neighbours and bond lengths (Å).
CARTESIAN COORDINATES (ANGSTROEM)
1 C -0.099 -0.655 -1.514  O6 1.446, Si8 1.867, H10 1.083, H11 1.162
2 C -3.373 -0.712 0.564  S9 1.633, H12 1.145, H13 1.082
3 C -0.409 -0.025 1.230  Si8 1.944, S9 1.927, H14 1.119, H15 1.099
4 C 1.418 1.929 -0.366  Si8 1.906, H16 1.052, H17 1.066, H18 1.032
5 C 2.519 -0.892 0.297  Si8 1.913, H19 1.130, H20 1.094, H21 1.117
6 O -1.461 -0.932 -1.116  C1 1.446, S9 1.641
7 O -2.133 1.390 -0.375  S9 1.467
8 Si 0.945 0.094 -0.159  C1 1.867, C3 1.944, C4 1.906, C5 1.913
9 S -1.982 0.017 0.117  C2 1.633, C3 1.927, O6 1.641, O7 1.467
10 H -0.299 -0.183 -2.467  C1 1.083
11 H 0.257 -1.721 -1.810  C1 1.162
12 H -3.669 -1.809 0.703  C2 1.145
13 H -3.978 -0.075 1.196  C2 1.082
14 H -0.538 -0.834 1.991  C3 1.119
15 H -0.476 0.826 1.922  C3 1.099
16 H 2.045 2.123 -1.188  C4 1.052
17 H 0.541 2.463 -0.652  C4 1.066
18 H 1.878 2.251 0.499  C4 1.032
19 H 2.942 -0.665 1.320  C5 1.130
20 H 2.502 -1.979 0.175  C5 1.094
21 H 3.371 -0.611 -0.369  C5 1.117


Entry 5:
Formula: C5H12O3
Source: the Open Molecules 2025 dataset
Level of theory: wB97M-V/def2-TZVPD

For the molar mass, the calculation gives 120.1 g mol⁻¹. The calculation puts the orbital gap at 9.4 eV. The energy above the lowest of the compared OMol25 structures with the same formula, charge and spin comes out at 52.7 kcal per mole. Its calculated total energy is -11520.480 eV.

Last columns: bonded neighbours and bond lengths (Å).
CARTESIAN COORDINATES (ANGSTROEM)
1 C 1.477 -1.769 -1.281  C6 1.500, H7 1.092, H8 1.088, H9 1.090
2 C 0.264 2.833 0.084  C3 1.331, H10 1.082, H11 1.076
3 C 0.046 1.520 0.086  C2 1.331, O4 1.386, C5 1.460
4 O -1.000 0.968 0.807  C3 1.386, H12 0.965
5 C 0.662 0.588 -0.853  C3 1.460, C6 1.343, H13 1.086
6 C 0.508 -0.744 -0.772  C1 1.500, C5 1.343, H14 1.087
7 H 1.180 -2.228 -2.227  C1 1.092
8 H 1.665 -2.542 -0.539  C1 1.088
9 H 2.423 -1.261 -1.465  C1 1.090
10 H -0.301 3.502 0.719  C2 1.082
11 H 0.811 3.321 -0.705  C2 1.076
12 H -1.588 1.703 1.023  O4 0.965
13 H 1.151 0.966 -1.746  C5 1.086
14 H -0.137 -1.017 0.060  C6 1.087
15 H 1.767 -1.586 2.844  O17 0.964
16 H 1.298 -0.733 1.662  O17 0.964
17 O 1.462 -1.644 1.932  H15 0.964, H16 0.964
18 H -2.467 -0.218 -0.508  O20 0.969
19 H -2.689 -1.731 -0.456  O20 0.961
20 O -3.158 -0.896 -0.533  H18 0.969, H19 0.961


Entry 6:
Formula: C5H12O3
Source: the Open Molecules 2025 dataset
Level of theory: wB97M-V/def2-TZVPD

For the molar mass, the calculation gives 120.1 g mol⁻¹. The calculation puts the orbital gap at 9.7 eV. The energy above the lowest of the compared OMol25 structures with the same formula, charge and spin comes out at 53.7 kcal per mole. Its calculated total energy is -11520.437 eV.

Last columns: bonded neighbours and bond lengths (Å).
CARTESIAN COORDINATES (ANGSTROEM)
1 C 1.647 -0.013 0.986  C2 1.872, O3 1.400, H7 1.093, H8 1.091
2 C 2.204 0.901 -0.549  C1 1.872, O4 1.364, H9 1.090, H10 1.089
3 O 1.422 -1.317 0.532  C1 1.400, H5 0.978
4 O 1.611 0.245 -1.588  C2 1.364, H6 1.062
5 H 1.534 -1.264 -0.438  O3 0.978
6 H 0.586 0.512 -1.519  O4 1.062
7 H 2.521 0.027 1.640  C1 1.093
8 H 0.795 0.377 1.545  C1 1.091
9 H 1.878 1.935 -0.431  C2 1.090
10 H 3.284 0.762 -0.578  C2 1.089
11 C -1.437 -1.248 -0.635  C13 1.495, H17 1.090, H18 1.090, H19 1.085
12 C -2.246 0.620 0.895  C13 1.499, H15 1.087, H16 1.090, H20 1.088
13 C -1.317 0.175 -0.195  C11 1.495, C12 1.499, O14 1.232
14 O -0.720 1.005 -0.883  C13 1.232
15 H -2.006 1.630 1.222  C12 1.087
16 H -3.269 0.608 0.518  C12 1.090
17 H -1.499 -1.311 -1.721  C11 1.090
18 H -0.533 -1.796 -0.366  C11 1.090
19 H -2.261 -1.777 -0.168  C11 1.085
20 H -2.194 -0.072 1.732  C12 1.088


Entry 7:
Formula: C5H12O3
Source: the Open Molecules 2025 dataset
Level of theory: wB97M-V/def2-TZVPD

For the molar mass, the calculation gives 120.1 g mol⁻¹. The calculation puts the orbital gap at 11.1 eV. The energy above the lowest of the compared OMol25 structures with the same formula, charge and spin comes out at 15.4 kcal per mole. Its calculated total energy is -11522.097 eV.

Last columns: bonded neighbours and bond lengths (Å).
CARTESIAN COORDINATES (ANGSTROEM)
1 O -0.944 -0.954 1.076  C3 1.211
2 O -0.300 -1.638 -0.949  C3 1.334, C6 1.418
3 C -0.620 -0.695 -0.062  O1 1.211, O2 1.334, C7 1.575
4 C 0.889 -3.595 -0.347  C6 1.507, H8 1.103, H9 1.103, H10 1.103
5 C -0.679 1.767 0.494  C7 1.509, H11 1.103, H12 1.103, H13 1.103
6 C -0.475 -2.998 -0.585  O2 1.418, C4 1.507, H14 1.107, H15 1.107
7 C -0.519 0.771 -0.629  C3 1.575, C5 1.509, H16 1.107, H17 1.107
8 H 1.236 -3.212 0.627  C4 1.103
9 H 1.646 -3.352 -1.111  C4 1.103
10 H 0.795 -4.692 -0.281  C4 1.103
11 H -0.693 2.798 0.102  C5 1.103
12 H 0.204 1.650 1.144  C5 1.103
13 H -1.586 1.610 1.102  C5 1.103
14 H -0.962 -3.434 -1.478  C6 1.107
15 H -1.094 -3.254 0.295  C6 1.107
16 H 0.490 0.945 -1.050  C7 1.107
17 H -1.253 0.907 -1.446  C7 1.107
18 O 1.596 5.652 1.249  H19 0.984, H20 0.984
19 H 0.635 5.518 1.412  O18 0.984
20 H 1.636 6.206 0.437  O18 0.984


Entry 8:
Formula: C5H12O3
Source: the Open Molecules 2025 dataset
Level of theory: wB97M-V/def2-TZVPD

For the molar mass, the calculation gives 120.1 g mol⁻¹. The calculation puts the orbital gap at 10.6 eV. The energy above the lowest of the compared OMol25 structures with the same formula, charge and spin comes out at 23.9 kcal per mole. Its calculated total energy is -11521.728 eV.

Last columns: bonded neighbours and bond lengths (Å).
CARTESIAN COORDINATES (ANGSTROEM)
1 O 2.867 -0.531 2.687  C3 1.281
2 O 1.268 0.923 1.813  C3 1.309, C6 1.436
3 C 2.426 0.622 2.343  O1 1.281, O2 1.309, C7 1.540
4 C 0.000 0.000 0.000  C6 1.560, H8 1.103, H9 1.103, H10 1.103
5 C 3.650 2.350 1.108  C7 1.538, H11 1.103, H12 1.103, H13 1.103
6 C 0.259 -0.061 1.537  O2 1.436, C4 1.560, H14 1.107, H15 1.107
7 C 3.233 1.920 2.525  C3 1.540, C5 1.538, H16 1.107, H17 1.107
8 H -0.726 -0.790 -0.254  C4 1.103
9 H 0.960 -0.233 -0.491  C4 1.103
10 H -0.373 0.960 -0.395  C4 1.103
11 H 2.830 2.358 0.370  C5 1.103
12 H 4.443 1.675 0.745  C5 1.103
13 H 4.063 3.370 1.186  C5 1.103
14 H -0.630 0.384 2.024  C6 1.107
15 H 0.373 -1.093 1.923  C6 1.107
16 H 2.584 2.704 2.960  C7 1.107
17 H 4.077 1.756 3.223  C7 1.107
18 O 2.812 5.130 -2.076  H19 0.984, H20 0.984
19 H 3.100 6.071 -2.064  O18 0.984
20 H 2.186 5.052 -1.321  O18 0.984